The following is a quantum chemistry calculation of C29H25Br2N6O3PSn as an isolated structure, from the OMol25 dataset.

Each line ends with the natural charge from an NBO analysis.
Geometry (Å):
Sn1 -0.693 1.178 0.792  1.5091
N1 -2.058 2.329 3.858  -0.5607
C1 -2.082 0.948 3.800  0.4104
C2 -2.858 0.262 4.744  -0.2613
C3 -2.822 -1.109 4.763  -0.0928
C4 -2.005 -1.791 3.857  -0.2640
C5 -1.309 -1.049 2.943  0.0751
N2 -1.357 0.301 2.887  -0.6525
C6 -1.141 3.237 3.350  0.4166
C7 -1.091 4.506 3.940  -0.2603
C8 -0.213 5.440 3.446  -0.1002
C9 0.615 5.104 2.373  -0.2566
C10 0.505 3.841 1.855  0.0545
N3 -0.356 2.914 2.327  -0.6378
H1 -2.661 2.716 4.566  0.4189
H2 -3.454 0.815 5.458  0.2390
H3 -3.411 -1.654 5.488  0.2489
H4 -1.929 -2.867 3.863  0.2483
H5 -0.678 -1.519 2.200  0.2150
H6 -1.730 4.736 4.782  0.2380
H7 -0.162 6.424 3.892  0.2496
H8 1.315 5.810 1.953  0.2520
H9 1.117 3.530 1.014  0.2119
Br1 2.305 0.352 2.599  0.0741
C11 3.521 1.306 1.444  -0.5218
Br2 2.948 1.309 -0.399  0.0682
H10 4.487 0.822 1.499  0.2485
H11 3.565 2.333 1.782  0.2361
O1 -1.829 -1.618 -0.153  -0.4999
C12 -0.991 -1.995 -0.894  0.8392
O2 0.373 -1.698 -0.772  -0.7442
C13 -0.967 -2.867 -2.143  -0.8468
P1 0.816 -2.511 -2.146  1.8599
C14 1.896 -3.826 -1.713  -0.4190
C15 2.583 -4.515 -2.719  -0.1849
C16 3.377 -5.595 -2.377  -0.1926
C17 3.487 -5.982 -1.047  -0.1375
C18 2.802 -5.299 -0.050  -0.1852
C19 1.998 -4.220 -0.375  -0.1882
C20 1.426 -1.438 -3.386  -0.4473
C21 2.810 -1.324 -3.578  -0.1600
C22 3.292 -0.406 -4.493  -0.2146
C23 2.405 0.391 -5.207  -0.1145
C24 1.033 0.282 -5.013  -0.2071
C25 0.535 -0.630 -4.103  -0.1495
H12 -1.574 -2.496 -2.965  0.3111
H13 -1.212 -3.909 -1.941  0.3026
H14 2.490 -4.221 -3.757  0.2376
H15 3.910 -6.136 -3.146  0.2465
H16 4.112 -6.824 -0.785  0.2439
H17 2.897 -5.607 0.982  0.2398
H18 1.475 -3.679 0.401  0.2296
H19 3.501 -1.936 -3.014  0.2345
H20 4.357 -0.313 -4.652  0.2436
H21 2.787 1.104 -5.925  0.2408
H22 0.352 0.907 -5.574  0.2456
H23 -0.531 -0.699 -3.949  0.2443
N4 -4.063 3.825 0.019  -0.7675
C26 -3.264 2.808 -0.318  0.6828
O3 -2.394 2.448 0.570  -0.9242
C27 -3.418 2.203 -1.584  -0.5306
C28 -2.611 1.099 -1.877  0.3966
N5 -1.899 0.198 -2.044  -0.5016
C29 -4.385 2.701 -2.489  0.2557
N6 -5.208 3.139 -3.164  -0.2891
H24 -4.775 4.158 -0.612  0.4322
H25 -3.958 4.258 0.919  0.4116

Its net charge is +2. The value obtained for the orbital gap is 7.2570 eV. The total energy comes out at -200755.3559 eV. The value obtained for the molecular weight is 815.05 Da. Its relative energy (zero: lowest compared OMol25 entry of this formula, charge and spin) is 0.0 kJ/mol.


The following is a quantum chemistry calculation of C29H25BrCl4FIN3O5SeSiTi as an isolated structure at a distorted geometry, from the OMol25 dataset.

Each line ends with the natural charge from an NBO analysis.
Geometry (Å):
Ti1 0.239 -0.063 -0.731  1.6913
C1 4.045 -0.593 -0.958  -1.1110
Si1 3.087 0.345 -2.322  1.8111
C2 3.550 -0.661 -3.910  -1.1160
C3 3.958 2.060 -2.116  -1.1188
N1 1.369 0.596 -2.275  -1.0880
C4 0.770 1.356 -3.224  0.1164
C5 1.415 1.971 -4.320  -0.2376
C6 0.763 2.834 -5.176  -0.2235
C7 -0.581 3.136 -5.015  -0.2487
C8 -1.283 2.486 -4.011  -0.2148
C9 -0.614 1.619 -3.183  0.3291
F1 -1.357 0.935 -2.229  -0.3139
H1 5.112 -0.444 -1.113  0.2289
H2 3.870 -1.662 -0.979  0.2251
H3 3.807 -0.227 0.035  0.2378
H4 4.550 -1.078 -3.835  0.2167
H5 3.501 -0.090 -4.831  0.2205
H6 2.855 -1.493 -4.001  0.2421
H7 5.034 1.953 -2.026  0.2107
H8 3.604 2.502 -1.186  0.2557
H9 3.761 2.767 -2.914  0.2265
H10 2.460 1.771 -4.479  0.1945
H11 1.317 3.279 -5.992  0.1928
H12 -1.069 3.863 -5.643  0.2062
H13 -2.339 2.655 -3.853  0.2376
Cl1 4.187 -3.927 2.928  0.0111
C10 3.158 -3.345 1.680  -0.1484
C11 2.889 -4.125 0.567  -0.1000
Cl2 3.582 -5.693 0.444  0.0127
C12 2.090 -3.634 -0.465  -0.1491
Cl3 1.864 -4.556 -1.903  0.0141
C13 1.533 -2.356 -0.394  0.3280
O1 0.869 -1.760 -1.335  -0.6864
C14 1.798 -1.567 0.768  0.1974
O2 1.323 -0.344 0.732  -0.6524
C15 2.617 -2.063 1.772  -0.0305
Cl4 3.026 -1.028 3.080  0.0171
N2 -0.129 3.313 1.392  -0.8539
C16 0.290 2.833 0.150  0.4673
O3 0.001 1.592 -0.126  -0.6639
C17 0.971 3.664 -0.688  -0.5496
I1 -1.418 5.414 -1.537  -0.9601
H14 -0.776 2.700 1.869  0.3573
H15 -0.409 4.283 1.371  0.4002
H16 1.278 3.332 -1.661  0.2019
H17 1.272 4.640 -0.358  0.2054
Br1 -5.170 1.271 4.817  0.0296
C18 -4.371 0.574 3.244  -0.0678
C19 -5.067 -0.355 2.497  -0.2593
C20 -4.504 -0.814 1.319  -0.1580
C21 -3.247 -0.376 0.922  -0.1714
C22 -2.551 0.531 1.712  -0.1060
C23 -3.118 1.027 2.870  -0.2601
C24 -2.642 -0.856 -0.384  0.8104
O4 -3.371 -1.220 -1.290  -0.6021
O5 -1.358 -0.839 -0.423  -0.7000
H18 -6.032 -0.714 2.829  0.2208
H19 -5.033 -1.524 0.698  0.2314
H20 -1.556 0.824 1.394  0.2358
H21 -2.603 1.754 3.481  0.2266
Se1 -0.824 -2.478 2.138  0.2652
C25 -2.103 -2.418 3.527  -0.2281
C26 -1.843 -1.719 4.711  -0.2562
C27 -2.761 -1.762 5.736  0.0196
N3 -3.915 -2.418 5.677  -0.4174
C28 -4.183 -3.044 4.537  0.0161
C29 -3.336 -3.077 3.449  -0.2525
H22 -0.922 -1.162 4.809  0.2337
H23 -2.574 -1.246 6.672  0.1879
H24 -5.141 -3.555 4.510  0.1834
H25 -3.615 -3.600 2.547  0.2293

Its net charge is -2. The value obtained for the orbital gap (spin up / spin down) is 4.6363 / 2.7467 eV. The total energy comes out at -272484.1875 eV. Its expectation value of S² is 0.7608. The value obtained for the molecular weight is 1018.07 Da. As for the multiplicity: 2.


The following is a quantum chemistry calculation of C29H25BrN6O2STl as an isolated structure at a distorted geometry, from the OMol25 dataset.

Each line ends with the Mulliken charge.
Geometry (Å):
Tl1 -0.121 -1.460 -2.056  0.9207
O1 3.366 -2.340 0.533  -0.7011
C1 3.469 -1.249 1.324  0.2936
C2 4.581 -1.142 2.155  -0.5367
C3 4.718 -0.065 3.010  -0.4357
C4 3.741 0.923 3.067  -0.7527
C5 2.649 0.835 2.221  -0.3508
C6 2.508 -0.231 1.336  -0.2030
C7 1.385 -0.184 0.323  1.2187
O2 0.999 -1.408 -0.170  -0.8926
N1 1.880 0.673 -0.777  -0.1572
N2 1.205 0.722 -1.903  -0.0699
C8 1.442 1.607 -2.796  -0.5956
C9 0.783 1.668 -4.083  0.3012
Br1 0.056 0.017 -4.741  -0.1429
C10 0.680 2.722 -4.893  -0.8757
C11 0.984 4.122 -4.574  0.7883
C12 0.978 4.642 -3.277  -0.1436
C13 1.239 5.984 -3.054  -0.6783
C14 1.502 6.833 -4.120  -0.4315
C15 1.495 6.332 -5.415  -0.5799
C16 1.226 4.994 -5.639  -0.5866
H1 2.498 -2.287 0.085  0.3844
H2 5.328 -1.924 2.106  0.4402
H3 5.590 0.002 3.648  0.3820
H4 3.833 1.751 3.756  0.4084
H5 1.886 1.607 2.237  0.4288
H6 0.535 0.344 0.781  -0.0317
H7 2.657 1.298 -0.609  0.4228
H8 2.203 2.366 -2.622  0.7462
H9 0.307 2.546 -5.895  0.3456
H10 0.723 4.010 -2.436  0.3783
H11 1.227 6.372 -2.044  0.4025
H12 1.682 7.885 -3.945  0.3908
H13 1.688 6.990 -6.252  0.3902
H14 1.214 4.609 -6.652  0.3702
S1 -0.897 -3.889 -1.784  -0.2938
C17 -1.824 -3.446 -0.393  0.5361
N3 -1.925 -4.396 0.543  -0.7104
N4 -2.836 -4.311 1.425  0.3978
C18 -2.796 -5.029 2.644  0.6178
C19 -1.665 -5.741 3.020  -0.3346
C20 -1.626 -6.316 4.278  -0.5144
C21 -2.708 -6.197 5.142  -0.5056
C22 -3.845 -5.513 4.739  -0.5244
C23 -3.893 -4.922 3.489  -0.4377
N5 -2.373 -2.252 -0.102  -0.2027
N6 -2.135 -1.222 -0.773  -0.4446
C24 -2.314 0.032 -0.124  0.3562
C25 -1.909 1.161 -0.828  -0.1224
C26 -1.948 2.407 -0.226  -0.7426
C27 -2.426 2.535 1.069  -0.6221
C28 -2.888 1.414 1.751  -0.6014
C29 -2.826 0.163 1.165  -0.3627
H15 -3.544 -3.585 1.331  0.3603
H16 -0.827 -5.810 2.341  0.4426
H17 -0.739 -6.849 4.594  0.3751
H18 -2.660 -6.633 6.131  0.3865
H19 -4.694 -5.430 5.405  0.3706
H20 -4.774 -4.377 3.168  0.3536
H21 -1.566 1.056 -1.853  0.6497
H22 -1.604 3.279 -0.768  0.4345
H23 -2.442 3.506 1.547  0.4308
H24 -3.290 1.516 2.751  0.4087
H25 -3.166 -0.718 1.690  0.4521

Its net charge is +1. The value obtained for the orbital gap is 5.2453 eV. The total energy comes out at -129075.2121 eV. The value obtained for the molecular weight is 805.91 Da.